Density functional theory data (the ωB97M-V functional and the def2-TZVPD basis) for a molecular structure, C26H47Cl3IrN3O4Si at a distorted geometry.

## Properties
DFT total energy   -3258.4036 Eh
Lowest unoccupied orbital energy (alpha / beta)   0.07 / -0.86 eV
Kohn-Sham gap (alpha / beta)   6.197 / 6.954 eV
2S+1   5
Charge   0
HOMO energy (alpha / beta)   -6.132 / -7.815 eV

Element x y z (Å)
1 C 3.6484 -1.6462 -4.0790
2 C 3.1610 -0.8637 -5.2449
3 H 2.9023 -2.3781 -3.7396
4 H 3.8699 -0.9973 -3.2167
5 H 4.5357 -2.1936 -4.4160
6 C 2.9048 -1.3283 -6.4693
7 C 2.7730 -2.7630 -6.7707
8 H 2.8261 -0.6231 -7.3094
9 H 2.0888 -3.3236 -6.1172
10 H 3.7475 -3.2546 -6.7115
11 H 2.4041 -2.8307 -7.7923
12 Ir 1.5461 1.6954 -2.5324
13 Cl 1.2100 3.3113 -0.9375
14 Cl 3.6785 2.6626 -2.8488
15 H -2.6055 -0.2849 0.3170
16 H -2.8342 1.6545 2.4564
17 C -1.8411 -0.6110 1.0361
18 C -1.9235 1.1385 2.8017
19 N -1.2290 0.5395 1.6791
20 H -1.0640 -1.1424 0.4774
21 C -0.5809 1.3402 0.7850
22 O -0.2296 0.8559 -0.3115
23 H -1.2374 1.8604 3.2581
24 H -0.4048 2.3871 1.0863
25 H -2.2976 -1.2560 1.7727
26 H -2.1754 0.3580 3.5299
27 H -2.0383 -4.4911 -0.9275
28 H -2.4104 -4.2442 -3.8896
29 C -3.0798 -4.2728 -1.2016
30 C -3.2733 -3.6313 -3.6008
31 N -3.1434 -3.2350 -2.2119
32 H -3.5950 -3.9065 -0.3066
33 C -3.3138 -1.9406 -1.8351
34 O -3.3060 -0.9856 -2.6137
35 H -3.3201 -2.7289 -4.2106
36 H -3.4895 -1.8457 -0.7309
37 H -3.5515 -5.1863 -1.5693
38 H -4.1742 -4.2190 -3.7527
39 O 2.0976 0.3033 -3.6621
40 C 2.7373 0.5355 -4.9033
41 C 1.0748 0.7786 -6.8937
42 C 2.0279 1.3551 -6.0461
43 H 0.9333 -0.2998 -6.8038
44 C 0.4557 1.5109 -7.9225
45 H 3.6139 1.1579 -4.6574
46 C 2.4868 2.6405 -6.3811
47 H -0.3131 1.0139 -8.5038
48 C 0.9336 2.7759 -8.2424
49 C 1.9318 3.3680 -7.4532
50 H 3.2964 3.0584 -5.7631
51 H 0.5384 3.3174 -9.0937
52 H 2.4347 4.2955 -7.7644
53 Si -1.5640 0.8919 -4.8949
54 Cl -1.3829 -0.8961 -5.7284
55 C -3.3493 1.1343 -5.2412
56 C -0.6045 2.5496 -5.0664
57 C -0.9565 0.7112 -3.1075
58 H -3.5397 2.0840 -4.7432
59 H -3.8985 0.2910 -4.7595
60 H -3.6161 1.2191 -6.3123
61 H -0.4081 -0.2160 -2.7340
62 H -1.9346 0.7248 -2.5193
63 H -0.4430 1.6071 -2.6284
64 H -0.2941 2.8839 -6.0572
65 H 0.3142 2.6357 -4.4147
66 H -1.3427 3.2870 -4.6816
67 O 2.4108 0.1284 -1.5039
68 C 2.5298 -0.2506 -0.3038
69 C 3.3956 0.4296 0.6963
70 C 2.5416 0.9766 1.8344
71 C 2.2808 -0.0092 2.9806
72 C 1.4719 -1.2255 2.5526
73 C 2.0791 -2.0278 1.3821
74 N 1.9265 -1.3765 0.0876
75 H 4.1700 -0.3032 0.9772
76 H 3.8862 1.2540 0.1709
77 H 3.0839 1.8688 2.2050
78 H 1.5962 1.3028 1.3437
79 H 3.2459 -0.3345 3.4182
80 H 1.7188 0.5517 3.7447
81 H 1.4800 -1.9141 3.4045
82 H 0.4199 -0.9406 2.3459
83 H 3.1471 -2.2304 1.5795
84 H 1.5633 -2.9962 1.3120
85 H 1.2733 -1.7699 -0.5724

Cartesian forces, eV/Å:
C 0.075 -0.646 0.170
C -0.818 0.786 -1.181
H 0.127 0.036 -0.018
H 0.080 -0.317 -0.491
H -0.016 -0.076 0.336
C 0.659 0.256 0.461
C 0.473 -0.752 -0.638
H -0.267 -0.507 0.625
H 0.126 0.375 -0.020
H -0.001 -0.283 -0.142
H 0.024 -0.476 -0.074
Ir 0.307 1.976 0.391
Cl -0.381 0.665 0.244
Cl 1.610 0.868 -0.097
H 0.163 -0.033 0.113
H 0.111 -0.141 0.353
C 0.106 -0.082 -0.230
C 0.068 0.226 -0.108
N -0.323 0.379 -0.443
H -0.310 -0.030 0.128
C 0.353 -1.571 -1.878
O -0.714 1.150 2.273
H -0.322 -0.069 0.089
H 0.142 -0.243 -0.092
H -0.041 -0.179 0.298
H 0.044 0.290 -0.135
H -0.191 -0.120 -0.089
H -0.138 0.195 -0.103
C 0.183 0.294 0.159
C 0.637 0.158 -0.083
N -0.443 0.223 0.299
H 0.039 -0.318 -0.057
C -0.075 0.472 -0.959
O -0.425 -1.122 1.213
H 0.118 -0.151 0.013
H 0.233 0.061 -0.644
H -0.037 0.119 0.133
H -0.211 -0.102 0.063
O -1.379 0.312 -3.107
C 1.214 0.836 -0.811
C 0.026 0.124 -0.090
C 0.295 -0.457 -0.126
H -0.668 0.701 0.127
C 0.917 -0.669 0.298
H -0.081 -0.155 -0.002
C -0.168 0.170 0.437
H 0.059 0.155 -0.131
C 0.066 0.447 0.485
C 0.845 -0.840 -0.083
H -0.439 -0.026 -0.366
H -0.057 -0.030 0.032
H -0.583 -0.321 0.261
Si 1.520 2.250 1.968
Cl 0.809 -2.138 -1.184
C -0.533 0.109 0.399
C -0.051 0.359 -0.524
C -1.894 -0.922 2.056
H -0.746 0.088 0.024
H 0.222 0.788 -0.355
H 0.286 -0.089 0.568
H -0.888 1.025 -0.813
H 1.187 -0.238 -0.375
H -1.126 -0.724 -0.870
H -0.264 0.105 0.169
H -1.016 -0.283 -0.643
H 0.336 -0.265 -0.057
O 0.626 -1.928 3.914
C 0.061 -0.281 -1.291
C 0.348 0.165 -0.667
C 0.241 0.431 0.100
C -0.004 0.612 -0.318
C 0.009 -0.533 0.199
C -0.256 0.223 0.357
N -0.067 -0.066 -0.123
H -0.140 0.334 0.300
H -0.026 -0.164 0.019
H -0.565 -0.362 0.005
H 0.747 0.026 0.721
H -0.409 0.197 -0.148
H 0.237 -0.362 0.014
H -0.269 -0.016 -0.009
H 0.687 -0.244 -0.016
H -0.378 0.032 -0.086
H 0.232 0.281 -0.029
H 0.072 0.033 -0.109

=====

Density functional theory data (the ωB97M-V functional and the def2-TZVPD basis) for a molecular structure, C26H48AsBrN5O4PS3TeV.

## Properties
DFT total energy   -9152.0854 Eh
Lowest unoccupied orbital energy (alpha / beta)   0.06 / 0.06 eV
Kohn-Sham gap (alpha / beta)   5.809 / 5.497 eV
2S+1   2
Charge   0
HOMO energy (alpha / beta)   -5.746 / -5.434 eV

Element x y z (Å)
1 V 0.3466 -1.0120 -0.0629
2 O -3.0786 -2.9868 -4.9514
3 C -2.2844 -2.5142 -3.9675
4 C -0.9289 -2.8171 -3.8729
5 C -0.2100 -2.2970 -2.8189
6 N -0.7533 -1.4998 -1.8905
7 C -2.0472 -1.2243 -2.0053
8 Br -2.7326 -0.0988 -0.6577
9 C -2.8649 -1.6938 -3.0081
10 H -2.5743 -3.5687 -5.5306
11 H -0.4487 -3.4666 -4.5938
12 H 0.8355 -2.5375 -2.6716
13 H -3.9145 -1.4460 -3.0484
14 S -0.9932 -2.3350 1.3816
15 C 0.0844 -3.6521 1.8627
16 C -0.3440 -4.5647 2.8311
17 C 0.4510 -5.6251 3.2311
18 C 1.7055 -5.7942 2.6559
19 C 2.1415 -4.8981 1.6951
20 C 1.3521 -3.8209 1.2860
21 S 1.9873 -2.7065 0.0640
22 H -1.3295 -4.4278 3.2625
23 H 0.0930 -6.3182 3.9826
24 H 2.3394 -6.6205 2.9536
25 H 3.1172 -5.0204 1.2386
26 N 3.9066 2.8222 1.5269
27 C 3.1179 1.7129 2.0749
28 C 1.9192 1.4844 1.1707
29 N 1.1471 0.2798 1.4884
30 H 4.7593 2.9562 2.0559
31 H 3.3816 3.6875 1.5934
32 H 4.0208 2.3943 -0.9668
33 H 2.7923 1.8729 3.1101
34 H 3.7450 0.8165 2.0619
35 H 2.2787 1.4150 0.1492
36 H 1.2361 2.3358 1.2191
37 H 0.4048 0.5000 2.1547
38 H 1.7412 -0.4488 1.8847
39 C -2.0639 3.5161 -1.4788
40 C -1.9963 4.6593 -2.5295
41 N -0.7946 4.5194 -3.3572
42 C -0.8250 3.2167 -4.0270
43 C -0.8968 2.0752 -2.9763
44 N -0.9030 2.6385 -1.6263
45 C 0.3087 3.4316 -1.4314
46 C 0.3831 4.5666 -2.4875
47 H -2.9644 2.9114 -1.6086
48 H -2.0720 3.9008 -0.4567
49 H -1.9628 5.6403 -2.0503
50 H -2.8668 4.6458 -3.1891
51 H 0.0745 3.1345 -4.6423
52 H -1.6870 3.1977 -4.6981
53 H -0.0477 1.3927 -3.0578
54 H -1.8094 1.4865 -3.1006
55 H 1.1650 2.7606 -1.5047
56 H 0.2852 3.8372 -0.4162
57 H 1.2740 4.4646 -3.1124
58 H 0.4206 5.5515 -2.0162
59 C 2.8171 -1.7452 -5.5551
60 C 2.9912 -0.3078 -5.1202
61 O 2.1642 -0.0429 -3.9686
62 P 2.7819 0.1035 -2.5149
63 O 1.6970 0.0834 -1.5224
64 Te 4.0389 2.2072 -2.6200
65 O 3.7947 -1.1021 -2.4373
66 C 5.1218 -1.0891 -1.8585
67 C 5.1087 -0.7939 -0.3765
68 H 3.4101 -1.9368 -6.4501
69 H 1.7692 -1.9449 -5.7799
70 H 3.1425 -2.4217 -4.7653
71 H 2.6641 0.3879 -5.8917
72 H 4.0391 -0.0968 -4.8899
73 H 5.7233 -0.3609 -2.4064
74 H 5.5071 -2.0861 -2.0603
75 H 4.7644 0.2266 -0.1874
76 H 6.1223 -0.8841 0.0173
77 H 4.4504 -1.4897 0.1426
78 C -3.7746 -0.5907 3.0794
79 As -2.4259 0.4763 3.9394
80 C -1.1967 -0.7560 4.7596
81 C -3.3441 1.3083 5.4201
82 S -1.5307 1.9099 2.7131
83 H -4.3336 -1.1533 3.8268
84 H -3.2752 -1.2749 2.3943
85 H -4.4394 0.0768 2.5339
86 H -1.7223 -1.3669 5.4933
87 H -0.4074 -0.1842 5.2442
88 H -0.7889 -1.3888 3.9707
89 H -3.7794 0.5474 6.0674
90 H -4.1251 1.9549 5.0249
91 H -2.6298 1.9113 5.9769

Cartesian forces, eV/Å:
V 0.030 -0.332 -0.099
O 0.003 0.002 -0.001
C 0.016 0.020 0.041
C -0.030 -0.018 -0.033
C -0.015 0.014 0.026
N -0.079 0.021 -0.057
C 0.014 0.097 0.132
Br 0.004 0.003 -0.029
C -0.021 -0.007 -0.079
H -0.002 0.001 0.001
H 0.010 -0.001 0.008
H 0.003 0.004 0.008
H 0.002 0.000 0.001
S 0.064 0.031 -0.026
C -0.013 -0.009 0.028
C -0.010 0.016 -0.007
C 0.004 0.003 -0.006
C -0.007 -0.003 0.004
C 0.016 0.000 -0.002
C 0.034 -0.015 -0.001
S 0.055 -0.051 0.005
H 0.004 -0.009 0.004
H -0.001 0.002 0.001
H 0.001 0.000 0.000
H -0.004 -0.003 0.005
N 0.013 -0.021 -0.015
C -0.002 0.033 -0.036
C 0.029 0.002 0.112
N 0.003 0.198 0.037
H -0.006 0.003 0.003
H 0.009 -0.002 0.004
H -0.002 -0.037 -0.065
H -0.011 -0.005 0.002
H -0.007 -0.001 0.012
H -0.005 0.018 -0.036
H -0.005 -0.007 0.001
H 0.013 -0.005 -0.016
H -0.027 0.025 0.017
C -0.013 -0.043 -0.046
C 0.001 0.004 0.004
N 0.013 -0.011 0.002
C 0.003 0.005 0.006
C 0.018 0.001 -0.009
N 0.007 0.035 0.037
C -0.011 0.015 0.024
C -0.005 -0.005 0.007
H -0.001 0.001 0.008
H 0.001 0.010 -0.001
H -0.004 -0.001 0.000
H 0.002 0.000 -0.006
H 0.001 -0.007 -0.005
H -0.003 0.006 0.001
H -0.019 0.014 0.005
H 0.008 -0.007 0.002
H 0.015 -0.011 0.008
H 0.010 -0.012 -0.006
H -0.002 0.002 -0.006
H -0.003 0.002 -0.003
C -0.006 0.031 0.042
C 0.021 -0.076 -0.075
O 0.043 0.031 0.042
P -0.094 -0.224 -0.050
O 0.008 0.150 0.047
Te -0.050 0.056 0.061
O 0.050 0.124 -0.135
C 0.062 -0.043 0.149
C -0.093 0.049 -0.047
H -0.007 -0.006 -0.006
H 0.002 0.005 -0.010
H 0.006 -0.005 -0.003
H -0.004 0.010 0.010
H -0.007 0.018 0.026
H -0.012 -0.007 -0.021
H -0.023 -0.008 0.003
H 0.023 -0.026 0.035
H 0.006 -0.006 -0.009
H -0.010 -0.031 0.010
C 0.013 -0.012 -0.048
As -0.011 0.009 0.079
C -0.008 -0.020 -0.022
C -0.004 -0.006 0.011
S -0.005 0.027 -0.066
H 0.006 0.003 0.014
H -0.007 -0.004 -0.012
H -0.008 -0.004 0.013
H -0.003 -0.006 -0.005
H -0.001 0.000 -0.003
H 0.018 -0.006 0.001
H -0.005 0.006 0.004
H 0.004 0.002 -0.002
H 0.001 -0.002 -0.001

=====

Density functional theory data (the ωB97M-V functional and the def2-TZVPD basis) for a molecular structure, C26H48AsBrN5O4PS3TeV at a distorted geometry.

## Properties
DFT total energy   -9152.0406 Eh
Lowest unoccupied orbital energy (alpha / beta)   0.10 / 0.10 eV
Kohn-Sham gap (alpha / beta)   6.040 / 5.484 eV
2S+1   2
Charge   0
HOMO energy (alpha / beta)   -5.942 / -5.385 eV

Element x y z (Å)
1 V 0.2354 -0.1581 -0.2448
2 O -1.6571 -0.7226 5.8064
3 C -1.2653 -0.6552 4.5176
4 C -0.2680 0.1957 4.0614
5 C 0.0321 0.2006 2.7188
6 N -0.5769 -0.5702 1.7920
7 C -1.4648 -1.4297 2.2847
8 Br -2.1578 -2.7636 1.1397
9 C -1.8708 -1.5028 3.6036
10 H -1.1455 -0.1011 6.3364
11 H 0.2715 0.8535 4.7307
12 H 0.7943 0.8636 2.3371
13 H -2.6116 -2.2206 3.9199
14 S 2.3354 -1.0462 0.5424
15 C 3.6184 0.1019 0.9321
16 C 4.6204 -0.3925 1.7837
17 C 5.7222 0.3551 2.1508
18 C 5.8586 1.6588 1.6899
19 C 4.8728 2.1809 0.8741
20 C 3.7648 1.4262 0.4783
21 S 2.6736 2.2552 -0.6541
22 H 4.5094 -1.4064 2.1472
23 H 6.4706 -0.0784 2.8027
24 H 6.7093 2.2644 1.9734
25 H 4.9414 3.2036 0.5253
26 N 2.7411 -2.5750 -4.1007
27 C 2.3254 -1.1509 -4.0857
28 C 2.1608 -0.7347 -2.6236
29 N 0.9828 0.0809 -2.3405
30 H 2.9654 -2.8828 -5.0420
31 H 1.7399 -3.1120 -3.4620
32 H 3.5915 -2.6803 -3.5532
33 H 1.3627 -1.0886 -4.6051
34 H 3.0244 -0.5049 -4.6225
35 H 3.0329 -0.2115 -2.2357
36 H 2.0714 -1.6393 -2.0252
37 H 0.2045 -0.2466 -2.9059
38 H 1.1476 1.0654 -2.5344
39 C -2.4958 -0.4914 -2.0322
40 C -3.9014 -0.0070 -2.4666
41 N -4.1389 1.3657 -2.0237
42 C -3.0763 2.2165 -2.5495
43 C -1.6973 1.7619 -2.0124
44 N -1.8380 0.5365 -1.1952
45 C -2.7253 0.8617 -0.0553
46 C -4.0812 1.4068 -0.5628
47 H -1.8589 -0.6802 -2.9004
48 H -2.5396 -1.4176 -1.4690
49 H -4.6797 -0.6425 -2.0399
50 H -4.0104 -0.0398 -3.5529
51 H -3.2856 3.2471 -2.2568
52 H -3.1123 2.1722 -3.6402
53 H -1.2211 2.5201 -1.3913
54 H -1.0163 1.5457 -2.8399
55 H -2.2054 1.5805 0.5778
56 H -2.8728 -0.0475 0.5233
57 H -4.2345 2.4402 -0.2439
58 H -4.9109 0.8154 -0.1704
59 C 2.8687 -5.7442 -1.0915
60 C 1.4606 -5.5512 -0.5783
61 O 1.0785 -4.1738 -0.7582
62 P -0.0530 -3.6434 -1.7122
63 O -0.1213 -2.1811 -1.5740
64 Te -1.8837 -5.0329 -2.0482
65 O 0.9817 -3.8083 -3.2851
66 C 0.4947 -4.3136 -4.5563
67 C -0.3345 -3.2829 -5.2805
68 H 3.1876 -6.7729 -0.9197
69 H 3.5540 -5.0735 -0.5740
70 H 2.9204 -5.5440 -2.1622
71 H 1.3976 -5.7353 0.4931
72 H 0.7404 -6.1978 -1.0841
73 H -0.0856 -5.2018 -4.3146
74 H 1.3868 -4.6065 -5.1104
75 H -1.1841 -2.9865 -4.6662
76 H -0.7183 -3.7166 -6.2051
77 H 0.2546 -2.3988 -5.5367
78 C -2.7427 4.6892 3.5320
79 As -1.4485 3.7060 2.4178
80 C 0.1069 3.9664 3.5824
81 C -1.0605 5.1721 1.1766
82 S 0.7859 2.0839 0.2083
83 H -2.3222 5.6316 3.8839
84 H -3.0318 4.0826 4.3905
85 H -3.6387 4.8966 2.9466
86 H 0.1677 5.0016 3.9187
87 H 1.0065 3.7080 3.0233
88 H 0.0335 3.3123 4.4517
89 H -0.8942 6.1054 1.7157
90 H -1.8995 5.2988 0.4916
91 H -0.1756 4.9086 0.5999

Cartesian forces, eV/Å:
V -0.166 -0.002 -0.593
O -0.007 -0.002 -0.001
C 0.009 -0.003 -0.045
C -0.018 0.001 -0.012
C -0.033 0.070 -0.002
N -0.122 -0.160 0.563
C 0.063 -0.116 0.073
Br -0.036 0.090 -0.239
C -0.007 0.004 0.043
H 0.001 -0.003 -0.005
H 0.007 -0.006 0.003
H 0.016 0.003 0.006
H 0.005 -0.004 -0.002
S 0.295 -0.093 0.104
C -0.021 -0.014 0.029
C -0.001 0.017 0.013
C -0.005 0.022 -0.009
C 0.007 -0.018 0.010
C -0.008 0.001 0.015
C -0.008 0.001 -0.007
S 0.075 -0.043 0.027
H 0.001 -0.006 0.002
H 0.008 -0.002 0.004
H 0.009 0.004 0.006
H 0.003 0.015 -0.010
N 1.881 1.758 -0.583
C 0.049 0.427 -0.133
C 0.029 -0.038 -0.030
N 0.076 0.082 -0.153
H -0.126 -0.071 0.052
H 0.886 -0.164 -0.660
H 0.040 0.029 0.018
H 0.170 -0.002 0.120
H 0.019 -0.075 -0.012
H 0.014 0.033 -0.072
H 0.069 0.070 0.067
H 0.015 0.043 0.047
H 0.117 -0.079 0.056
C -0.097 0.071 -0.022
C -0.012 0.008 0.007
N -0.040 -0.013 0.015
C 0.001 0.009 -0.014
C 0.016 0.103 -0.066
N 0.072 -0.071 0.039
C -0.046 -0.039 0.022
C -0.023 0.005 -0.013
H -0.019 0.005 0.023
H -0.010 -0.082 0.052
H 0.007 0.000 0.005
H -0.002 -0.011 0.005
H 0.013 0.006 -0.002
H 0.000 -0.004 -0.004
H -0.048 -0.039 -0.058
H -0.053 0.037 0.042
H -0.011 -0.007 0.000
H 0.011 -0.040 -0.017
H 0.012 0.001 -0.003
H 0.006 0.007 0.005
C -0.006 0.002 0.010
C -0.025 0.011 -0.008
O 0.016 0.047 0.134
P 0.400 -0.713 -0.875
O -0.281 0.532 0.338
Te -0.062 0.069 0.100
O -2.932 -1.673 1.547
C -0.022 0.064 0.528
C 0.001 -0.038 -0.168
H 0.006 -0.004 0.011
H 0.008 0.009 -0.001
H -0.014 -0.006 -0.013
H 0.003 -0.022 -0.009
H 0.017 0.008 0.006
H 0.009 -0.001 -0.106
H -0.045 -0.065 -0.067
H -0.014 0.018 0.025
H -0.018 0.038 -0.020
H -0.131 -0.122 -0.035
C 0.000 -0.027 -0.008
As -0.021 0.076 0.030
C 0.027 -0.054 -0.033
C -0.028 -0.017 -0.003
S 0.030 0.108 -0.099
H 0.008 0.013 -0.001
H 0.012 0.002 0.001
H -0.003 -0.004 -0.001
H 0.005 0.014 -0.009
H -0.010 -0.011 -0.005
H -0.014 0.023 0.010
H 0.009 0.000 0.010
H -0.006 0.012 0.001
H 0.006 -0.007 0.004